189
Properties=species:S:1:pos:R:3:forces:R:3:lowdin_charge:R:1 method="wB97M-V/def2-TZVPD" e_homo_ev=-9.8174 orbital_gap_ev=9.73 energy_ha=-8669.9840
H 3.896928 -5.815641 -2.411560 -0.13 -0.27 -0.42 0.10
O -3.289382 2.349392 -1.262381 1.44 -0.77 0.07 -0.29
S 1.588855 0.899674 -4.187909 -3.23 -3.03 1.15 0.54
H -0.421109 4.007580 3.566548 -0.23 -0.50 -0.03 0.05
H -0.515868 3.759473 1.753732 0.23 -0.12 0.52 0.08
H 3.175646 -4.194162 -2.499209 0.11 -0.11 0.25 0.07
C 4.560458 2.536833 -0.990926 -0.85 -0.54 -0.29 -0.25
C -7.710843 -2.811112 1.998365 -0.16 1.87 1.02 -0.26
H -1.680559 2.784562 5.120380 -0.39 0.15 -0.17 0.07
H -5.377525 -2.151651 -5.690535 -0.61 0.21 -0.23 0.08
C 0.320204 1.566931 -7.692179 -1.03 1.08 -1.78 -0.06
C -8.051893 -3.807841 0.971260 0.22 -0.18 -1.14 -0.08
O 3.103777 3.906388 7.555613 0.32 0.42 0.33 -0.25
C -6.508097 4.478749 -2.268512 -0.89 0.17 0.31 -0.05
C -2.479777 8.484102 3.141808 -0.52 0.77 0.06 -0.13
H -0.032459 -2.182936 -6.003019 -0.50 0.14 0.58 0.08
H 2.958033 2.231910 2.513903 -0.59 0.22 0.09 0.07
H -0.777071 1.499597 -1.256051 -0.24 0.18 0.43 0.06
H -3.346706 1.703227 6.259840 0.15 0.64 -0.01 0.12
H 0.717788 -1.249154 5.039525 -0.04 -0.06 -0.30 0.07
H 6.196786 6.213188 -1.063903 -0.43 0.01 -0.70 0.09
H 1.819400 -6.886165 1.029366 -0.17 -0.13 -0.38 0.09
H 4.914363 -2.996821 3.118296 -0.56 -0.39 0.45 0.10
H 0.268719 5.156535 2.520337 0.19 0.33 -0.30 0.08
S 0.140635 -5.378423 0.339386 -2.63 1.07 -2.93 0.60
O -4.927486 -3.047160 2.422773 -0.04 -0.13 -0.09 -0.29
O 5.367254 3.667697 -1.316006 1.36 0.79 1.04 -0.25
S 1.597698 -4.240262 -5.055875 2.27 1.97 -0.16 0.55
S -3.061720 7.007355 3.923200 -2.73 0.78 0.23 0.52
C -4.913297 -1.177228 -5.591917 0.01 0.08 0.05 -0.11
C 5.389433 6.198674 -1.826382 0.28 -0.17 0.53 -0.12
C 5.237505 -5.426995 1.398041 -0.06 0.28 -0.55 -0.08
H 5.003593 1.881704 8.054163 -0.36 0.10 -0.38 0.08
H 4.659159 1.789711 -1.766812 -0.14 -0.03 -0.50 0.13
O -1.969818 6.013131 3.651146 2.78 -1.06 0.76 -0.25
C 1.440470 -0.898796 4.299216 0.15 -0.73 0.04 -0.11
C -1.853624 0.571062 5.333133 -0.56 1.07 -0.14 -0.48
C -4.689607 -0.494533 2.473959 0.29 0.94 0.53 -0.12
H 5.080582 -1.958973 1.055319 0.54 0.40 0.08 0.06
H -3.248337 -1.063658 -2.784746 0.01 0.10 0.10 0.11
H -1.948864 5.756493 1.554197 -0.05 -0.17 0.76 0.14
O 1.732379 1.613503 -0.067105 -0.18 -0.35 -0.33 -0.29
H -1.401617 0.015863 -0.410941 0.31 0.34 -0.12 0.09
H -0.061175 2.483663 -5.706277 0.06 -0.25 -1.02 0.12
C 0.184565 1.550198 -6.253917 -1.20 -1.63 2.15 -0.27
C -0.521630 0.537063 -0.820590 -0.28 -0.27 -0.42 -0.12
O 1.806309 -5.635003 -5.101883 0.37 -1.04 -0.07 -0.25
H 1.558858 0.158613 4.439510 0.35 0.47 0.02 0.05
C 4.070066 -4.751747 -0.631703 0.24 1.16 2.35 -0.50
H -6.751901 5.024116 -3.172485 0.04 0.18 -0.15 0.08
O -4.344995 3.656496 -2.840723 0.97 -0.61 -3.94 -0.26
C -0.071195 -2.514769 -8.067340 1.53 0.24 -0.01 -0.05
O -0.514282 -4.207775 1.129026 2.62 1.30 -1.75 -0.25
C -3.825436 -0.341168 6.468050 0.35 -0.16 0.13 -0.08
H -5.016537 -0.464301 -6.424935 -0.46 -0.49 0.28 0.09
C 1.413006 2.483189 -3.585312 1.27 1.16 -0.04 -0.11
H -2.996500 2.121882 -4.833809 0.42 0.46 0.74 0.10
H -1.261460 -4.951817 2.827311 -0.27 0.02 0.41 0.14
H -4.768351 -0.634251 3.554008 -0.44 -0.29 -0.16 0.06
O -0.817545 -6.434430 0.377708 0.26 -0.99 0.20 -0.26
O 3.612331 -1.328812 5.812295 -0.64 -0.50 -0.75 -0.29
H -6.896979 3.471869 -2.393523 -0.10 -0.08 0.36 0.09
H 6.688262 -1.994950 1.910162 -0.47 -0.13 -0.11 0.10
H -1.811481 1.408805 -3.795582 0.46 -0.93 0.57 0.03
O -4.710948 1.212868 -2.916503 2.02 1.59 -0.12 -0.31
H -3.706271 -1.187447 5.771822 -0.11 0.39 0.26 0.08
H 3.538802 1.111974 4.681194 -0.50 0.17 0.27 0.08
H 5.160500 2.663513 1.090879 -0.20 -0.19 -0.25 0.09
O 1.416776 1.041047 -5.698892 0.20 0.42 -1.47 -0.22
H 0.894798 -1.642088 -1.162125 0.05 0.23 0.35 0.12
C -2.535773 -1.835176 -3.079113 -0.61 -0.11 0.85 -0.22
H 1.833511 -2.405902 0.083348 0.38 -0.35 0.12 0.10
H -1.943068 3.179741 -3.715967 0.07 0.03 -0.38 0.08
H 4.827897 1.977352 4.035836 -0.28 0.51 -0.30 0.13
N -3.054205 0.797993 5.977546 0.45 -1.70 -0.46 0.00
H 2.307842 3.082481 -3.851275 -0.53 -0.26 0.30 0.08
H -0.159511 1.920782 5.277351 -0.23 -0.06 -0.07 0.06
H 4.274990 0.613411 7.005232 -0.27 0.53 0.16 0.06
C -1.411088 -2.832403 2.739493 0.63 2.02 1.35 -0.07
S 0.678617 0.773268 0.450657 -0.46 2.19 0.62 0.54
C -5.070078 4.478402 -1.987793 1.89 0.65 1.48 -0.29
C 2.916692 -0.914586 -1.033687 0.58 -0.31 -0.57 -0.06
H 0.244507 -2.790693 -4.062733 -0.31 0.71 0.30 0.05
H 1.836429 2.946340 3.798456 0.50 -0.58 -0.12 0.07
H -1.038640 1.696967 3.762713 -0.14 0.56 0.33 0.07
S 2.915434 -1.812324 4.632624 0.66 0.79 -0.09 0.65
H 0.577253 -2.621103 -8.937113 0.16 -0.40 0.12 0.09
O 2.672002 -3.303759 -4.728115 -0.84 -1.25 -0.18 -0.29
C -2.494405 -2.926173 -2.005494 -0.38 0.84 0.12 -0.03
H -0.714129 1.573206 -8.072172 0.33 0.65 -0.23 0.10
H 3.252087 3.820574 3.238523 -0.01 -0.30 0.01 0.09
C -0.559041 4.463677 2.595300 0.19 0.23 -0.48 -0.06
C 1.565322 -5.850141 1.211369 0.88 0.52 0.97 -0.11
H 4.482860 -5.027105 2.081015 -0.01 0.18 -0.23 0.07
H 1.553825 -1.843456 -6.633931 -0.41 -0.19 -0.56 0.13
C -1.169499 1.875673 4.844016 0.67 -1.97 0.08 0.01
H -8.513232 -3.339236 0.081378 0.39 -0.18 0.37 0.10
H -1.584185 -1.373948 -3.278077 0.52 0.14 0.20 0.08
C -2.471718 2.237817 -3.857071 -0.67 1.17 -0.91 -0.13
H -0.469513 -2.696253 3.299498 -0.50 -0.11 -0.03 0.08
H -2.339724 -2.376551 -1.073930 0.44 -0.10 0.10 0.07
H -3.611156 -0.400230 2.315890 -0.19 0.08 -0.43 0.07
O -6.814674 -1.698361 1.631360 0.22 -0.15 -0.40 -0.26
O 0.428996 0.132709 -3.665907 1.25 1.23 -0.81 -0.32
O 1.140887 -0.650754 0.712884 0.56 -1.48 -0.19 -0.24
C -1.479172 -4.140076 2.135729 -0.97 -2.19 -0.31 -0.28
H 3.503813 2.783258 -0.861246 0.26 0.35 -0.22 0.10
H 0.900343 2.408984 -8.015042 0.13 0.49 -0.58 0.08
H -3.435602 -0.657958 7.442896 -0.15 -0.11 -0.12 0.09
O -2.593560 -0.240191 -5.318649 0.33 0.04 -0.63 -0.31
H -2.255922 -2.801104 3.421327 0.02 0.44 0.31 0.08
H 4.715848 -6.718028 -0.228436 -0.07 0.71 0.02 0.14
C 3.328446 -5.072187 -1.866627 0.75 -0.33 -0.46 0.01
S -3.230502 -1.509157 -5.574430 1.50 0.43 -0.02 0.54
H -4.581091 5.427769 -2.168901 -0.42 0.64 -0.01 0.13
O 1.875233 2.082307 6.447321 0.96 0.33 0.02 -0.30
O 0.404531 -4.797484 -0.998319 0.37 -1.01 2.86 -0.32
H 4.425364 6.309446 -1.344690 -0.09 0.50 0.06 0.07
H 1.156893 -1.135114 3.268233 -0.10 0.07 0.32 0.06
H 3.288053 -1.719749 -1.652744 -0.03 -0.29 -0.47 0.08
O -2.852045 -2.336690 -6.675708 -0.18 0.37 -0.21 -0.25
H -1.557724 8.881030 3.574884 -0.16 -0.35 0.06 0.08
O 1.082931 -3.833260 -6.474470 -0.34 -1.07 -0.34 -0.23
H 6.000234 -4.692084 1.178742 0.34 0.31 0.80 0.08
H 2.413719 -5.196829 1.006849 -0.24 0.05 -0.18 0.04
O 3.806406 -1.271150 3.349879 -2.75 0.18 0.63 -0.23
H -0.631400 0.816613 -6.058963 0.61 0.42 0.59 0.11
O 6.454024 4.420155 -3.370877 -0.88 0.11 0.38 -0.27
C 2.874075 2.806241 3.447213 0.37 0.37 -0.58 -0.05
H -2.460716 -4.310001 1.694818 -0.04 -0.19 -0.09 0.13
H -4.881272 -0.084372 6.587278 0.18 0.05 -0.15 0.08
C 4.056437 1.475119 7.664868 1.24 -0.98 0.58 -0.13
H -0.090363 -0.022090 -1.673376 -0.07 0.20 0.73 0.03
O 2.620183 -3.221471 4.516614 0.45 0.78 -0.15 -0.28
H -5.093647 -0.696292 -4.632039 -0.40 0.08 -0.04 0.06
O -4.170267 6.507709 3.145902 -0.33 0.79 0.35 -0.29
O 3.987101 2.951696 5.567740 0.80 0.61 -0.15 -0.24
S -5.240570 -1.906501 1.604047 -0.22 -0.90 0.76 0.55
S 3.141040 2.691756 6.825324 -2.39 -0.92 0.63 0.54
O -2.983747 -2.381507 -4.327617 -0.38 -1.49 0.17 -0.24
H 5.567694 6.893760 -2.656640 -0.13 -0.11 0.43 0.08
H -8.846527 -4.317081 1.491206 -0.31 -0.90 -0.16 0.08
H -6.938380 4.996480 -1.407656 -0.54 -0.19 -0.21 0.09
C 5.671277 -1.568743 1.901164 0.43 1.06 -1.47 -0.07
H 3.516424 1.089648 8.531475 -0.32 0.24 -0.23 0.08
H -3.277716 9.250439 3.244932 0.45 -0.57 -0.03 0.09
H -2.357724 8.252532 2.084789 0.07 0.02 0.03 0.06
N 4.713945 -5.747870 0.087155 -1.02 -0.35 -1.10 0.00
C 0.331087 -3.854890 -3.998094 -1.85 -0.53 0.85 -0.14
H -7.325738 -3.216525 2.939690 -0.11 -0.14 -0.31 0.12
H -0.842013 -3.259555 -8.056343 -0.42 -0.19 -0.03 0.07
O -1.444757 -0.560987 5.075477 -0.41 1.04 0.36 0.02
H -0.460886 -1.533250 -8.152540 -0.97 0.92 -0.22 0.05
H -4.728268 4.234928 -0.976884 -0.76 -0.22 0.19 0.12
H 2.371310 -5.479082 -1.572618 -0.22 -0.13 -0.13 0.06
H 1.356272 -5.744442 2.278824 -0.22 -0.03 -0.07 0.09
H 5.833938 -0.479562 1.866020 -0.23 -0.24 -0.38 0.07
H 4.534478 1.081405 0.532521 -0.35 -0.10 0.17 0.05
O -3.185956 7.200066 5.343200 0.34 -0.01 -1.04 -0.26
C 4.997724 -1.917520 3.150484 2.67 -1.37 1.54 -0.37
C 1.679328 -1.466410 -0.412453 -0.45 0.12 0.00 -0.17
H -1.456697 -1.962369 2.057450 -0.23 -0.63 -0.02 0.10
S -3.706474 2.262465 -2.633506 -3.88 -2.10 2.04 0.60
H -7.238750 -4.482450 0.669684 -0.32 0.16 0.19 0.09
O 3.941347 4.374103 -3.060582 1.08 0.75 -0.29 -0.31
H 3.729112 -0.817322 -0.329368 0.02 0.42 0.46 0.06
H -2.679134 4.452230 2.509691 -0.52 -0.08 0.12 0.12
O -4.764879 -1.893032 0.261168 -0.07 0.31 -0.29 -0.27
H 0.709026 0.689952 -8.161774 0.62 -0.82 0.32 0.08
H -5.241419 0.412111 2.192826 0.32 -0.33 -0.18 0.09
H 5.643741 -6.304899 1.863275 0.38 -0.42 0.02 0.08
H 0.604639 -4.160519 -2.985415 0.15 0.12 -0.20 0.04
S 5.287265 4.605619 -2.547415 -0.84 -1.41 -1.22 0.58
H 5.697346 -1.659627 3.966812 -0.35 -0.21 0.09 0.13
H 6.134780 1.588577 0.075378 -0.11 0.14 0.05 0.09
O 0.121852 1.231429 1.705761 -0.23 -0.53 -0.85 -0.29
C 5.113963 1.949537 0.254373 1.04 -0.04 0.77 -0.07
H -0.626092 -4.360361 -4.247704 0.67 0.30 -0.10 0.11
C 3.807612 2.134502 4.414882 0.54 -0.79 -0.44 -0.26
H 2.828208 -0.043967 -1.694235 -0.23 -0.24 0.56 0.06
C 0.669384 -2.500634 -6.748797 0.53 0.41 -0.12 -0.25
H 0.515264 2.909666 -3.995267 -0.30 0.21 0.01 0.05
H -1.710986 -3.663065 -2.142954 0.00 -0.06 -0.02 0.05
H -8.652923 -2.260084 2.183882 0.60 -0.13 0.30 0.13
O 2.839028 0.293921 -4.014454 1.84 0.08 0.43 -0.22
O 4.013219 -3.624227 -0.097344 0.13 -1.22 -0.76 0.00
H 1.318171 2.354939 -2.525007 0.07 0.21 0.72 0.06
C -1.879725 5.172589 2.502750 0.36 -0.01 -1.07 -0.24
H -3.466519 -3.391990 -1.801289 0.17 -0.02 -0.58 0.09

69
Properties=species:S:1:pos:R:3:forces:R:3:lowdin_charge:R:1 method="wB97M-V/def2-TZVPD" e_homo_ev=-7.8073 relative_energy_kj_mol=0.00 orbital_gap_ev=8.53 energy_ha=-1420.0031 smiles="Cc1ccc(C(C)C)c(OCC(=O)Nc2ccc3c(c2)nc(CCN2CCCCC2)n3C)c1"
H -3.855963 -0.114615 2.132027 0.00 0.11 0.10 0.12
C 4.401058 -1.208869 0.657992 -0.22 -0.20 -0.04 -0.19
H -7.005865 -1.521975 -1.866600 -0.11 -0.03 0.02 0.08
C -3.951241 -0.890042 1.387700 -0.09 0.20 -0.05 0.03
C -0.864277 1.802100 0.218717 0.33 0.04 0.05 -0.21
H 4.528044 -0.928064 1.709414 -0.10 0.00 0.04 0.12
H 4.632212 3.386134 0.410965 -0.01 -0.02 0.08 0.10
H 6.095241 -2.959601 1.980616 0.02 -0.03 0.08 0.11
H 4.322280 -3.029091 -0.502937 -0.06 -0.04 -0.04 0.11
H -4.182570 -0.299303 -4.052922 0.02 0.05 -0.12 0.08
H -5.018553 2.615118 0.133123 0.06 -0.10 0.12 0.15
H 3.963831 2.485933 1.785430 0.02 -0.01 0.00 0.09
H -4.035181 0.643259 -2.572059 0.03 0.11 -0.01 0.07
C -3.941981 -0.353634 -2.993367 -0.08 -0.19 -0.03 -0.06
C -0.165762 1.264848 -0.852144 0.06 0.10 0.18 0.05
H -2.470612 -1.737495 3.493788 0.06 0.01 0.08 0.08
C -3.189897 -2.481074 3.156014 -0.05 0.02 0.02 -0.05
H 6.842997 -2.693685 -0.967273 0.05 -0.03 -0.07 0.11
C -4.371767 -0.585759 0.101905 0.02 -0.30 0.10 -0.20
H 6.039041 -4.253953 0.778786 0.02 0.00 0.10 0.11
H 4.386489 -1.160747 -1.842795 0.07 -0.04 -0.04 0.12
O -2.977788 2.622567 2.157831 -0.03 0.11 0.19 0.07
H -4.852901 -2.279208 -2.827759 0.02 0.06 0.10 0.13
H -2.912142 -0.691556 -2.891610 0.13 0.01 -0.04 0.08
C -3.628477 -2.191356 1.753131 0.00 -0.12 -0.14 -0.27
H 7.970366 -2.682063 0.394654 0.06 -0.02 -0.07 0.11
H 1.671034 3.011803 2.135256 0.02 0.06 0.09 0.11
C -6.334756 -0.813349 -2.347355 0.10 -0.14 -0.07 -0.06
H 7.457426 -0.351806 -0.351494 0.01 0.03 0.08 0.12
H 6.046426 -0.603389 -2.101015 -0.04 -0.08 0.01 0.12
H 3.776694 -3.209753 1.165750 -0.07 -0.03 -0.04 0.11
H 5.131007 1.695731 0.705842 -0.07 0.05 0.05 0.08
C 5.928617 -3.176968 0.922314 -0.05 -0.08 -0.30 -0.21
C -4.465361 -1.595671 -0.867488 -0.03 0.04 -0.13 -0.14
C -4.894094 -1.324680 -2.290356 -0.05 0.24 0.01 -0.37
N 2.146233 0.934139 -1.748727 0.10 -0.28 -0.53 0.17
C 1.880796 1.991733 0.243613 -0.62 -0.20 -0.28 -0.17
C -3.732276 -3.192115 0.802544 0.04 0.03 0.15 -0.05
H 4.434545 0.990364 -3.005605 -0.03 0.12 0.01 0.12
N -2.262683 1.699912 0.184077 -0.15 -0.15 -0.47 0.15
C 6.738140 -0.913560 0.249849 0.20 -0.15 -0.14 -0.20
H -6.417204 0.143008 -1.839946 -0.06 0.08 0.02 0.07
C 4.301512 2.401097 0.753926 0.33 0.30 0.14 -0.01
N 5.399805 -0.481514 -0.107701 0.07 -0.03 0.00 -0.19
C 1.174616 2.525631 1.309003 0.19 -0.02 -0.04 -0.01
C 4.600831 0.977072 -1.928163 0.14 -0.37 -0.04 -0.09
H -4.045586 -2.447655 3.830716 0.00 -0.02 0.10 0.08
H 6.895638 -0.645657 1.300842 0.10 0.01 0.00 0.12
H -2.738093 -3.467280 3.225793 0.04 -0.05 0.05 0.07
H -6.646107 -0.687037 -3.382081 -0.08 0.03 -0.11 0.08
H -0.785772 2.827509 2.093892 -0.01 0.02 0.02 0.10
H -5.233012 1.541054 1.528720 0.18 0.00 -0.07 0.14
H -0.673704 0.785774 -1.674798 -0.08 -0.08 -0.13 0.11
C 6.957025 -2.421404 0.084705 -0.04 0.17 0.26 -0.18
H -4.210492 -3.678938 -1.216052 -0.02 -0.05 -0.11 0.11
H -2.624315 1.237432 -0.642327 -0.06 0.09 0.23 0.13
O -4.693628 0.693084 -0.296721 0.02 -0.23 -0.19 -0.08
C 4.522467 -2.731637 0.528995 0.10 0.18 0.21 -0.18
H 5.342045 1.733203 -1.668800 0.07 -0.01 -0.06 0.11
C -4.142364 -2.887182 -0.483604 -0.02 0.13 0.03 -0.02
C 5.129714 -0.418037 -1.535379 -0.06 0.40 -0.09 -0.18
C 1.217813 1.362914 -0.837948 0.25 0.35 0.66 -0.23
H 3.410335 -0.881954 0.336800 -0.03 0.04 0.09 0.12
C -0.200634 2.424101 1.285111 -0.11 0.09 0.18 -0.01
N 3.218849 1.913845 -0.053572 -0.06 -0.21 -0.24 -0.02
C -4.614930 1.734024 0.644028 -0.07 0.27 0.31 -0.09
C -3.183647 2.068044 1.098994 -0.34 -0.20 -0.29 -0.47
C 3.307627 1.274225 -1.260424 -0.05 0.11 -0.01 -0.32
H -3.487433 -4.211611 1.061228 0.04 -0.10 0.05 0.11